#P
Below is one molecule with the formula C3H5NOS2, with properties calculated with ωB97M-V/def2-TZVPD.

XYZ file:
```
12
C3H5NOS2 (ωB97M-V/def2-TZVPD)
S -2.93170 0.13361 -1.40016
S -2.03300 -1.69632 0.68790
O 0.17680 1.01788 -1.17840
N 0.63099 -0.41370 0.47235
C -1.69666 -0.39631 -0.26956
C 1.82493 0.17008 0.77846
C -0.20785 0.19052 -0.39262
H 2.04021 0.17348 1.84491
H 0.16850 -1.17766 0.78063
H -2.27775 1.28749 -1.96452
H 2.57154 -0.44787 0.30461
H 1.73399 1.15881 0.33640
```

Values from the calculation:
Molar mass (u): 135.21
SMILES string: CNC(=O)C(=S)S
HOMO energy (eV): -9.25
Total charge: 0
Multiplicity: 1



#Q
Below is one molecule with the formula C3H5NOS2, with properties calculated with ωB97M-V/def2-TZVPD.

XYZ file:
```
12
C3H5NOS2 (ωB97M-V/def2-TZVPD)
S -2.10027 -0.20930 -0.07151
S 1.16004 1.47208 1.18355
O -0.06731 -1.62352 0.97154
N 1.22001 0.18347 -1.09800
C 0.55671 0.42848 0.06270
C 0.68589 -0.64566 -2.17519
C -0.54316 -0.52918 0.39057
H 1.89512 0.86792 -1.29625
H 0.35362 -1.56319 -1.70263
H -0.10291 -0.19065 -2.83345
H 1.54140 -0.87950 -2.86698
H -0.84187 -2.25715 1.15185
```

Values from the calculation:
Molar mass (u): 135.21
SMILES string: CNC(=S)C(O)=S
HOMO energy (eV): -8.66
Total charge: 0
Multiplicity: 1



Stability check: which of them is most stable? #Q.



#P
Below is one molecule with the formula C3H5NOS2, with properties calculated with ωB97M-V/def2-TZVPD.

XYZ file:
```
12
C3H5NOS2 (ωB97M-V/def2-TZVPD)
S -0.76336 0.92998 1.13248
S 1.60014 -0.99465 -1.74027
O -1.52493 -0.50010 -2.35034
N 0.78137 -0.08703 -0.71083
C -0.41924 0.17271 -0.40143
C 0.79698 0.35975 2.05032
C -1.57079 -0.02114 -1.19980
H -2.65076 0.40887 -1.01506
H 1.53021 1.17683 1.80446
H 0.61004 -1.63641 -2.76651
H 0.57887 0.79635 3.04581
H 1.03146 -0.60516 2.15117
```

Values from the calculation:
Molar mass (u): 135.21
SMILES string: CS/C(C=O)=N/S
HOMO energy (eV): -8.52
Total charge: 0
Multiplicity: 1



#Q
Below is one molecule with the formula C3H5NOS2, with properties calculated with ωB97M-V/def2-TZVPD.

XYZ file:
```
12
C3H5NOS2 (ωB97M-V/def2-TZVPD)
S -0.65648 -1.88592 -2.34641
S 1.20970 -0.03951 0.88110
O -1.44313 -0.73480 1.85321
N -0.00749 -0.99736 0.13374
C 0.15084 -1.02242 -1.25548
C 0.75444 1.65486 0.40745
C -1.23199 -0.99881 0.65512
H 1.39472 2.16198 1.24654
H -1.95323 -1.42795 -0.12976
H 1.10210 2.11914 -0.51937
H -0.45474 1.84064 0.47731
H 1.13525 -0.66986 -1.40344
```

Values from the calculation:
Molar mass (u): 135.21
SMILES string: CSN(C=O)C=S
HOMO energy (eV): -9.29
Total charge: 0
Multiplicity: 1



Stability check: which of them is most stable? #Q.



#P
Below is C23H47NO2S2Si2V as an isolated structure, with properties calculated with ωB97M-V/def2-TZVPD.

XYZ file:
```
78
C23H47NO2S2Si2V (ωB97M-V/def2-TZVPD)
V 0.47369 -0.87529 2.44341
S 1.19250 -2.26761 4.26003
S 0.11950 -0.65029 6.62709
Si 0.84645 1.91831 -4.19046
Si 3.56550 0.65510 2.49483
O -0.32291 -1.90237 1.05689
O -2.61153 -0.77293 -3.48182
N -0.06952 0.04725 4.11805
C 2.17280 3.21045 -3.84185
C -3.67293 0.17325 -3.68288
C -0.61948 1.11562 4.84712
C 1.02908 -4.02285 0.70732
C 0.42643 -0.93801 4.94501
C -1.33165 3.39644 5.20168
C -0.98265 2.36683 4.32118
C 0.53799 -2.74098 0.07685
C 1.65694 0.30144 -4.72360
C -2.52550 -1.82603 -4.44845
C -0.57492 0.92187 6.24821
C -3.77567 -2.67347 -4.59093
C 4.19209 1.97966 1.30488
C -0.18999 1.51379 -2.66594
C 2.88241 1.51780 4.02122
C 2.34361 -0.44734 1.60372
C -1.32885 3.17714 6.58398
C -2.32969 -3.17985 0.31937
C -0.27141 2.53240 -5.58231
C 5.00016 -0.45178 3.00662
C -0.94662 1.94079 7.12354
C -1.54412 -2.68082 1.50819
C -4.85693 -0.06745 -2.76661
H 2.54844 0.81001 4.79260
H 0.43433 1.55068 -1.76101
H 1.80560 0.01907 0.74089
H 3.41653 2.73109 1.10293
H 2.43098 0.00541 -4.00043
H 2.83163 -1.37828 1.23665
H -1.18558 -3.49603 2.14688
H 5.07095 2.49715 1.71278
H -4.11439 -3.07974 -3.63435
H -1.60129 4.37819 4.80897
H -0.66290 0.51453 -2.70547
H 1.73856 4.21742 -3.76227
H 3.66100 2.15546 4.46996
H -4.56523 -0.02947 -1.71359
H -2.64616 -2.34832 -0.31979
H -1.67798 -2.43275 -4.10823
H 4.73937 -1.03283 3.90036
H 2.03084 2.16707 3.77430
H -4.01673 0.16111 -4.73139
H 1.58230 -3.85727 1.63948
H 4.47933 1.53275 0.34344
H -3.21486 1.14630 -3.46069
H -0.83892 3.42362 -5.27716
H -0.12187 -2.91571 -0.77419
H -5.59650 0.71368 -2.94955
H 5.91082 0.12338 3.21871
H 1.34031 -2.05383 -0.21621
H 2.91798 3.23141 -4.65099
H -1.63005 3.98742 7.24982
H 2.12226 0.39558 -5.71554
H -5.32848 -1.03502 -2.96165
H -0.93385 1.76135 8.19671
H -1.74957 -3.90122 -0.26251
H -2.11665 -1.96836 2.10915
H 1.70101 -4.50400 -0.00782
H 0.89978 -0.49508 -4.76565
H -3.23179 -3.68263 0.67705
H -0.95281 2.51449 3.23933
H -3.54227 -3.50950 -5.25161
H -0.99416 2.25624 -2.55269
H 0.32002 2.79975 -6.47050
H -2.27831 -1.39533 -5.43229
H 5.22621 -1.16049 2.19933
H -4.60403 -2.12257 -5.04589
H 0.20104 -4.71144 0.90594
H 2.70077 2.99203 -2.90295
H -0.99047 1.75360 -5.87522
```

Values from the calculation:
Molar mass (u): 540.88
HOMO energy (spin up / spin down) (eV): -6.06 / -7.28
<S²>: 3.765
Total charge: 0
Multiplicity: 4



#Q
Below is C23H47NO2S2Si2V as an isolated structure, with properties calculated with ωB97M-V/def2-TZVPD.

XYZ file:
```
78
C23H47NO2S2Si2V (ωB97M-V/def2-TZVPD)
V 0.82929 0.24575 0.89082
S 0.43311 -0.49716 4.80192
S 1.40602 -1.61887 2.19522
Si 3.71690 1.05781 2.34115
Si 0.62708 1.20531 -2.82050
O -0.85492 -1.93957 -0.47036
O -2.01938 -0.90026 -2.59354
N -0.24668 0.50020 2.49609
C -1.87081 -2.33071 0.48898
C 4.97685 2.30475 1.69887
C 1.43406 -0.25516 -3.65333
C -0.53712 0.97061 4.75544
C -1.70190 3.43894 4.30102
C -0.03304 0.66653 -1.12186
C 1.91401 2.49459 -2.43100
C 0.39923 -0.57246 3.09676
C 2.83692 1.83521 3.81251
C 2.66355 1.08826 0.81218
C -0.80775 1.79296 5.84692
C -1.88098 -1.69811 -3.78385
C -1.38261 3.03940 5.61707
C -0.10744 -2.98919 -1.14994
C -4.27777 -0.22081 -1.82725
C 0.46186 -4.02775 -0.23667
C -2.88608 -3.23211 -0.14512
C -0.63352 2.04211 -3.88775
C -1.43130 2.61965 3.19962
C -0.83918 1.35509 3.43940
C -3.10474 -2.54456 -4.05355
C -3.06624 0.08999 -2.67503
C 4.44540 -0.62165 2.78312
H 1.42201 3.45375 -2.23738
H 2.28975 -0.63637 -3.08398
H -3.76500 -3.35087 0.50154
H -4.05559 -0.17267 -0.75595
H -2.31609 -1.37189 0.79577
H -3.42062 -3.09506 -3.15997
H -2.17519 4.41110 4.15177
H 3.90293 -1.11632 3.60371
H 1.81202 0.07832 -4.62628
H -1.67224 2.93646 2.17125
H 4.50363 -1.32682 1.93655
H -1.40553 -2.74427 1.40276
H -2.86058 -3.27323 -4.83308
H -1.65605 -1.02867 -4.63688
H 3.53710 2.54778 4.28119
H -5.02712 0.54801 -2.04300
H -1.56177 3.70517 6.45791
H -3.20928 -2.80289 -1.10499
H -2.61592 1.03202 -2.34321
H -4.71499 -1.19485 -2.06802
H -3.93368 -1.92296 -4.40735
H -1.41037 1.38296 -4.27317
H -3.37603 0.20879 -3.73216
H 5.52846 1.91390 0.83578
H 2.55063 2.62195 -3.30835
H -0.78121 -3.41884 -1.89831
H -0.10908 2.47399 -4.74353
H 1.93636 2.38706 3.50777
H 0.61185 -4.94268 -0.80888
H -1.00245 -2.33600 -3.62511
H 2.55598 2.26847 -1.57965
H -1.11281 2.86160 -3.34643
H 3.09448 0.57235 -0.07712
H 5.47389 -0.41216 3.12256
H 1.43278 -3.72259 0.14866
H -0.80642 1.25562 -0.61476
H -0.18524 -4.25920 0.60521
H 0.76204 -1.09729 -3.83733
H 4.43970 3.20755 1.36899
H 2.31549 2.11788 0.51416
H 0.68829 -2.44751 -1.68088
H -2.44287 -4.21354 -0.33666
H 2.54490 1.09205 4.56964
H -0.40706 -0.42214 -1.15206
H 1.01315 0.92787 -0.70669
H -0.53354 1.42125 6.82927
H 5.67839 2.58409 2.48936
```

Values from the calculation:
Molar mass (u): 540.88
HOMO energy (spin up / spin down) (eV): -6.02 / -7.31
<S²>: 3.766
Total charge: 0
Multiplicity: 4



Stability check: which of them is most stable? #P.



#P
Below is one molecule with the formula C2H3F2NS, with properties calculated with ωB97M-V/def2-TZVPD.

XYZ file:
```
9
C2H3F2NS (ωB97M-V/def2-TZVPD)
S 0.41967 0.64138 -2.17631
F -0.12173 1.34976 0.89672
F 1.39435 -0.18393 0.79087
N -0.61238 -0.44049 -1.41094
C -0.67681 -0.66177 -0.13951
C 0.06367 0.01778 0.96764
H -1.37882 -1.43767 0.18611
H -0.22391 -0.33923 1.98726
H 1.13597 1.05416 -1.10185
```

Values from the calculation:
Molar mass (u): 111.12
SMILES string: FC(F)/C=N\S
HOMO energy (eV): -9.37
Total charge: 0
Multiplicity: 1



#Q
Below is a 2-piece molecular cluster, C2H3F2NS overall, with properties calculated with ωB97M-V/def2-TZVPD.

XYZ file:
```
9
C2H3F2NS (ωB97M-V/def2-TZVPD)
S -1.24247 2.21006 0.38660
F -1.57604 1.11680 -1.98945
F 0.45825 1.24295 -1.37897
N 1.02247 -1.25150 0.62597
C -0.24359 -0.97405 0.40096
C -0.74402 1.56257 -1.00110
H 1.36296 -1.53653 1.47899
H 1.77215 -1.33940 -0.00332
H -0.80972 -1.03090 1.48032
```

Values from the calculation:
Molar mass (u): 111.12
HOMO energy (eV): -8.66
Total charge: 0
Multiplicity: 1



Stability check: which of them is most stable? #P.